Entry from the OMol25 dataset: 2 unconnected molecules or ions with the total composition C5H15NOS at a distorted geometry (wB97M-V/def2-TZVPD).

**Total energy**: -19799.230 eV
**Orbital gap**: 8.655 eV
**Total charge**: 0
**Structure (SMILES)**: CN[C@H](C)CCS.O
**Max |F|**: 0.1133 Eh/bohr
**Spin multiplicity**: 1
**Relative energy (zero: lowest compared OMol25 entry of this formula, charge and spin)**: 2.1066 eV

Each atom is followed by the atoms it is bonded to, with distances in Å.
Positions of all 23 atoms, in Å:
1 C -1.98554 -1.24196 -1.15320  N2 1.453, H8 1.154, H9 1.147, H10 1.149
2 N -0.74668 -0.64285 -0.68766  C1 1.453, C3 1.430, H11 0.936
3 C -0.18444 -1.09610 0.54629  N2 1.430, C4 1.605, C5 1.604, H12 1.119
4 C -0.88517 -0.29978 1.75063  C3 1.605, H13 1.034, H14 1.077, H15 1.083
5 C 1.37761 -0.73336 0.57238  C3 1.604, C6 1.484, H16 1.140, H17 1.134
6 C 1.64766 0.65791 0.13331  C5 1.484, S7 1.864, H18 1.117, H19 1.218
7 S 3.32509 1.41248 0.43572  C6 1.864, H20 1.428
8 H -2.26847 -2.29696 -0.78045  C1 1.154
9 H -1.92313 -1.41051 -2.28579  C1 1.147
10 H -2.74789 -0.39760 -0.99200  C1 1.149
11 H -0.65704 0.27453 -0.85049  N2 0.936
12 H -0.21920 -2.21156 0.62254  C3 1.119
13 H -0.76575 0.70550 1.53983  C4 1.034
14 H -0.48972 -0.64090 2.69288  C4 1.077
15 H -1.96139 -0.40500 1.69762  C4 1.083
16 H 2.03341 -1.52551 0.07982  C5 1.140
17 H 1.55953 -0.88581 1.68162  C5 1.134
18 H 0.80190 1.23062 0.58481  C6 1.117
19 H 1.56343 0.73032 -1.08003  C6 1.218
20 H 3.23815 1.42250 1.86107  S7 1.428
21 O -0.50577 2.28540 -1.96105  H22 1.009, H23 0.923
22 H -0.31016 3.27520 -1.95827  O21 1.009
23 H 0.10356 1.79346 -2.44958  O21 0.923